# 1
Molecular formula: C49H46As2B2CrN7O5S3
Method: DFT, ωB97M-V/def2-TZVPD

Computed properties:
Orbital gap (spin up / spin down) in eV: 6.72 / 7.02
Energy relative to the best compared isomer or geometry (same formula, charge and spin) in kJ/mol: 47.0

```
! wB97M-V def2-TZVPD RIJCOSX def2/J DEFGRID3
* xyz -1 5
Cr -0.6497 0.0848 0.4101
C -4.8085 -2.0861 1.6988
N -4.9394 -0.6939 1.3895
C -5.8322 0.1953 1.9303
C -5.6762 1.3599 1.2581
N -4.7114 1.2014 0.3076
B -4.4696 2.1601 -0.8717
N -3.1543 2.9822 -0.7132
C -2.8942 3.9926 -1.5928
C -1.6740 4.5122 -1.3131
N -1.1838 3.8175 -0.2443
C 0.0825 4.0450 0.3934
C -2.1000 2.8737 0.0983
S -1.9023 1.8602 1.4651
C -4.2468 -0.0512 0.4160
S -3.0228 -0.7983 -0.4644
H -5.3825 -2.3112 2.5973
H -3.7479 -2.3210 1.8634
H -5.1763 -2.6933 0.8639
H -6.4795 -0.0682 2.7414
H -6.1943 2.2894 1.3798
H -5.3776 2.9339 -0.9038
H -4.3763 1.5106 -1.8702
H -3.6092 4.2591 -2.3434
H -1.1177 5.2977 -1.7823
H 0.4312 5.0457 0.1466
H 0.8221 3.3150 0.0556
H -0.0310 3.9423 1.4735
C -0.9113 -3.6121 1.6418
C -0.9145 -3.4144 0.1271
As 0.4124 -2.0479 -0.4516
C 1.9210 -3.3335 -0.5854
C 3.0640 -3.2808 0.2011
C 4.0474 -4.2518 0.0772
C 3.9079 -5.2760 -0.8436
C 2.7837 -5.3227 -1.6533
C 1.8011 -4.3603 -1.5203
C 0.1052 -1.9625 -2.3690
C 1.1579 -1.4807 -3.1480
C 0.9740 -1.1817 -4.4844
C -0.2711 -1.3615 -5.0654
C -1.3195 -1.8526 -4.3051
C -1.1323 -2.1501 -2.9656
As -1.2005 -1.9040 2.6382
C 0.5796 -1.5004 3.3419
C 0.6616 -0.2976 4.0454
C 1.8405 0.0888 4.6533
C 2.9798 -0.6908 4.5109
C 2.9173 -1.8687 3.7883
C 1.7148 -2.2885 3.2374
C -1.8405 -2.7693 4.3592
C -1.3226 -2.3897 5.5992
C -1.8584 -2.8647 6.7845
C -2.9537 -3.7139 6.7729
C -3.5040 -4.0778 5.5542
C -2.9587 -3.6075 4.3729
H 0.0318 -4.0654 1.9687
H -1.7190 -4.3044 1.9184
H -1.8972 -3.0338 -0.1704
H -0.7402 -4.3731 -0.3814
H 3.1824 -2.4697 0.9069
H 4.9290 -4.2110 0.7023
H 4.6752 -6.0307 -0.9404
H 2.6731 -6.1092 -2.3869
H 0.9243 -4.3912 -2.1605
H 2.1284 -1.3246 -2.6800
H 1.7944 -0.7907 -5.0713
H -0.4235 -1.1106 -6.1057
H -2.2937 -1.9915 -4.7517
H -1.9671 -2.5074 -2.3763
H -0.2230 0.3332 4.1057
H 1.8817 1.0021 5.2307
H 3.9181 -0.3703 4.9465
H 3.8114 -2.4651 3.6587
H 1.6810 -3.2370 2.7144
H -0.4676 -1.7253 5.6426
H -1.4139 -2.5739 7.7260
H -3.3761 -4.0832 7.6971
H -4.3604 -4.7379 5.5269
H -3.4078 -3.9198 3.4363
O 1.4786 1.7989 1.8803
B 1.0965 0.6169 1.2542
O 2.2564 -0.1765 1.0681
C 3.2983 0.5182 1.5920
C 4.6344 0.1865 1.6927
C 5.4648 1.1050 2.3190
C 4.9846 2.3129 2.8027
C 3.6458 2.6548 2.6870
C 2.8136 1.7365 2.0864
H 5.0166 -0.7419 1.2945
H 6.5112 0.8713 2.4411
H 5.6566 3.0038 3.2891
H 3.2681 3.6005 3.0378
O 4.4965 5.4055 -4.6498
S 3.9268 5.4710 -5.9870
O 4.0180 6.7815 -6.6088
O 4.2780 4.3499 -6.8573
C 2.1464 5.0791 -5.8058
N 1.3523 5.4759 -6.7894
C 0.1188 4.9890 -6.7809
C -0.3421 4.1292 -5.7997
C 0.5765 3.7559 -4.8044
N 1.8256 4.2515 -4.8412
C 0.2828 2.8254 -3.7291
C -0.9575 2.1914 -3.5378
C -1.1092 1.2665 -2.5354
N -0.1301 0.9053 -1.6863
C 1.0651 1.5092 -1.8714
C 1.3056 2.4556 -2.8311
H -0.5176 5.2992 -7.6038
H -1.3581 3.7644 -5.8173
H -1.7917 2.3903 -4.1910
H -2.0531 0.7514 -2.4089
H 1.8621 1.1686 -1.2174
H 2.2786 2.9056 -2.9507
*
```



# 2
Molecular formula: C49H46BrF9N3O3P2S4Ti
Method: DFT, ωB97M-V/def2-TZVPD

Computed properties:
Orbital gap (spin up / spin down) in eV: 3.49 / 4.69

```
! wB97M-V def2-TZVPD RIJCOSX def2/J DEFGRID3
* xyz -2 4
Ti -0.0451 0.1322 0.1365
C -5.4803 3.3679 -0.1283
C -5.3385 1.8636 -0.2942
O -4.9688 1.2867 0.9467
P -3.6643 0.1393 0.8576
S -1.9706 -1.2942 0.9586
S -2.1689 1.5151 0.3282
O -4.5361 -0.8124 -0.2503
C -5.2833 -1.8179 0.4015
C -6.7599 -1.4504 0.4586
H -5.7913 3.8228 -1.0744
H -4.5238 3.7960 0.1719
H -6.2286 3.5960 0.6345
H -4.6137 1.6759 -1.0917
H -6.3009 1.4368 -0.6117
H -4.9130 -2.0386 1.4091
H -5.1642 -2.7448 -0.1741
H -6.9002 -0.5441 1.0491
H -7.3294 -2.2632 0.9207
H -7.1443 -1.2822 -0.5492
S 0.4219 1.9380 1.6835
C 2.0743 1.2645 1.9670
N 2.8115 1.8782 2.9506
C 4.0367 1.2768 3.3945
C 4.8584 0.9438 2.1761
N 4.1416 -0.0562 1.4280
C 4.7840 -1.2748 0.9427
C 6.2771 -1.3302 1.1406
C 6.8482 -2.2950 1.9582
C 8.2274 -2.3532 2.1281
C 9.0461 -1.4465 1.4764
C 8.4830 -0.4807 0.6504
C 7.1095 -0.4257 0.4832
C 2.7902 0.1121 1.2070
S 2.0620 -1.0925 0.0589
C 2.4113 3.1200 3.5705
C 3.4046 4.2194 3.2634
C 3.6196 4.5888 1.9375
C 4.5205 5.5942 1.6281
C 5.2178 6.2440 2.6414
C 5.0077 5.8820 3.9615
C 4.1023 4.8717 4.2702
H 3.8244 0.3488 3.9427
H 4.5821 1.9427 4.0648
H 5.8435 0.6066 2.4884
H 4.9807 1.8543 1.5729
H 4.6027 -1.3712 -0.1318
H 4.3107 -2.1307 1.4315
H 6.2179 -3.0107 2.4725
H 8.6611 -3.1097 2.7708
H 10.1204 -1.4911 1.6075
H 9.1189 0.2288 0.1353
H 6.6783 0.3283 -0.1657
H 2.3204 2.9708 4.6531
H 1.4369 3.4444 3.2150
H 3.0771 4.0860 1.1428
H 4.6803 5.8746 0.5944
H 5.9220 7.0307 2.3987
H 5.5485 6.3856 4.7541
H 3.9444 4.5951 5.3069
C -2.4278 1.6608 -5.0090
C -1.3040 1.7174 -4.0100
C -0.1503 2.4669 -4.2517
C 0.8666 2.4674 -3.2507
C 0.6595 1.7313 -2.1195
Br 1.9562 1.6898 -0.7531
N -0.4364 0.9905 -1.8264
C -1.4085 1.0210 -2.8323
H -2.2006 2.2621 -5.8908
H -3.3508 2.0440 -4.5690
H -2.5971 0.6328 -5.3381
H -0.0254 3.0344 -5.1659
H 1.7791 3.0327 -3.3795
H -2.2847 0.4532 -2.6307
O 0.3066 -0.4999 1.6529
F -5.2665 -4.1569 -5.7182
C -5.4281 -4.0778 -4.3739
F -6.5293 -3.3310 -4.1732
F -5.7420 -5.3313 -3.9678
C -4.2170 -3.5432 -3.6857
C -4.2245 -2.3074 -3.0702
C -3.0852 -1.8242 -2.4382
C -1.9114 -2.5510 -2.4172
C -1.9215 -3.8046 -3.0479
C -3.0475 -4.2979 -3.6714
P -0.3270 -1.9452 -1.6245
C 0.6408 -1.7956 -3.2440
C 1.0254 -2.9103 -4.0023
C 1.6869 -2.7658 -5.2053
C 1.9847 -1.4973 -5.6935
C 1.6262 -0.3839 -4.9531
C 0.9591 -0.5320 -3.7451
C 2.6922 -1.3629 -7.0000
F 2.0969 -2.0745 -7.9878
F 2.7602 -0.0934 -7.4417
F 3.9723 -1.8109 -6.9458
C 0.2458 -3.5256 -0.8791
C -0.6467 -4.3005 -0.1404
C -0.2405 -5.4766 0.4653
C 1.0782 -5.8999 0.3573
C 1.9857 -5.1174 -0.3399
C 1.5745 -3.9403 -0.9409
C 1.5099 -7.1614 1.0267
F 1.6556 -7.0182 2.3643
F 0.6222 -8.1689 0.8585
F 2.6938 -7.6245 0.5697
H -5.1221 -1.7037 -3.0689
H -3.1395 -0.8674 -1.9638
H -1.0312 -4.4171 -3.0551
H -3.0150 -5.2698 -4.1498
H 0.8031 -3.9128 -3.6618
H 1.9652 -3.6471 -5.7722
H 1.8511 0.6122 -5.3111
H 0.6645 0.3557 -3.1581
H -1.6755 -3.9834 -0.0223
H -0.9584 -6.0599 1.0284
H 3.0230 -5.4173 -0.4131
H 2.3125 -3.3413 -1.4579
*
```



# 3
Molecular formula: C49H47BrCl2F32I2N2O10S
Method: DFT, ωB97M-V/def2-TZVPD

Computed properties:
Orbital gap in eV: 7.13

```
! wB97M-V def2-TZVPD RIJCOSX def2/J DEFGRID3
* xyz 0 1
C -0.8186 6.6450 9.0796
C -1.8271 7.2185 7.9629
Br -3.2239 8.2767 8.9044
C -1.0658 8.0636 6.7843
C 0.0249 7.0551 6.1348
C 1.4882 7.1259 6.7379
C 2.5376 6.1403 6.1320
C 2.2029 5.1240 4.9534
C 3.4398 4.2283 4.4437
C 3.8746 4.7117 2.9462
C 4.3109 6.2752 2.9057
F 4.8982 6.7134 4.1612
F 3.1223 7.0970 2.7450
C 5.3911 6.6241 1.7655
F 6.4136 5.5989 1.6639
F 6.1083 7.8065 2.2071
C 4.7776 6.7870 0.2803
F 3.6647 5.9088 0.0849
F 5.8098 6.3164 -0.6267
C 4.4909 8.3186 -0.1603
F 5.7967 8.8855 -0.4447
F 3.9311 9.1308 0.8669
C 3.6429 8.4675 -1.5255
F 3.9173 7.4262 -2.4848
F 4.1078 9.6925 -2.1482
C 2.0440 8.5158 -1.3270
F 1.5651 7.8697 -0.1482
F 1.4777 7.7817 -2.4422
C 1.3883 9.9838 -1.3872
F 2.0613 10.9579 -0.5705
F 1.3816 10.3700 -2.7849
C -0.1702 10.0278 -0.9258
F -0.2797 10.0586 0.5005
F -0.7754 11.2277 -1.4488
F -0.9401 8.9335 -1.4035
C 0.7378 5.0381 4.3410
C -0.3004 6.0628 4.9781
S -2.0243 6.0201 4.2364
C -2.2070 4.1920 3.8463
C -3.6282 3.5673 4.0177
C -4.9115 4.3937 4.5179
N -5.4133 3.7880 5.8236
C -3.7893 2.0411 3.7062
I -5.6910 0.9631 3.8583
C -2.5162 1.2407 3.2437
C -1.0753 1.8909 3.0795
C 0.1905 1.0498 2.5720
Cl 1.6794 1.1775 3.6512
C -0.0792 -0.5165 2.3246
C -1.0618 -0.8412 1.0779
Cl -0.5630 -1.4350 3.8764
C -0.9048 3.4420 3.4047
N 0.4256 4.0947 3.2407
I 0.2275 5.1517 1.4314
H -0.3558 5.6238 8.7934
H 0.0602 7.3685 9.2298
H -1.3151 6.4785 10.1154
H -2.2979 6.3091 7.4214
H -0.5014 8.9098 7.3448
H -1.8203 8.4720 6.0268
H 1.7655 7.8632 7.5735
H 3.6142 6.1956 6.5481
H 3.2757 3.0990 4.5248
H 4.3655 4.4625 5.1089
H 4.7343 4.0112 2.6344
H 3.0097 4.5516 2.2130
H -5.7603 4.2707 3.7558
H -4.7060 5.4967 4.7529
H -6.4115 3.5285 5.7326
H -4.8505 2.9512 6.0692
H -2.6872 0.1148 3.0294
H 0.4835 1.4973 1.5383
H 0.9484 -0.9769 2.0357
H -0.6139 -1.7870 0.5679
H -2.1265 -1.1563 1.4006
H -1.0658 -0.0284 0.2644
C 2.3241 -7.1049 5.9548
C 2.2804 -7.0301 4.4407
O 0.9437 -6.7628 3.9880
C 0.5651 -5.4639 3.9897
O 1.2725 -4.5510 4.3443
C -0.8525 -5.3203 3.4410
F -1.6984 -6.2545 3.9321
F -0.8874 -5.4471 2.0939
F -1.4046 -4.1233 3.7257
H 1.6014 -7.8376 6.3241
H 3.3217 -7.3874 6.2985
H 2.0614 -6.1441 6.4051
H 2.5671 -7.9872 4.0224
H 2.9817 -6.2857 4.0533
C 1.6357 -9.5231 -2.0966
C 3.0943 -9.5677 -1.6863
O 3.2718 -8.9810 -0.3868
C 3.0270 -9.7912 0.6680
O 2.6761 -10.9431 0.5728
C 3.3010 -9.0580 1.9788
F 2.8042 -7.7946 1.9822
F 4.6257 -8.9466 2.2276
F 2.7644 -9.6847 3.0473
H 1.2521 -8.5007 -2.0425
H 1.5097 -9.8924 -3.1135
H 1.0191 -10.1292 -1.4277
H 3.6898 -8.9736 -2.3838
H 3.4898 -10.5870 -1.7132
C -0.4499 -9.6756 -8.9219
C -0.1001 -10.7205 -7.8796
O 1.0942 -10.3482 -7.1719
C 0.9298 -9.4847 -6.1444
O -0.1353 -9.0254 -5.8065
C 2.2649 -9.2158 -5.4543
F 3.2738 -9.0112 -6.3298
F 2.6492 -10.2558 -4.6693
F 2.2337 -8.1236 -4.6549
H 0.3970 -9.5014 -9.5914
H -1.3088 -9.9924 -9.5145
H -0.6872 -8.7169 -8.4529
H 0.1098 -11.6726 -8.3699
H -0.9288 -10.8917 -7.1865
C -3.9755 9.0840 -1.7680
C -4.8726 10.0119 -0.9725
O -6.2076 9.4865 -0.9028
C -6.4319 8.5635 0.0610
O -5.5911 8.1729 0.8356
C -7.8957 8.1292 0.0544
F -8.3664 7.9073 -1.1936
F -8.7006 9.0663 0.6051
F -8.1051 6.9906 0.7465
H -4.4021 8.8909 -2.7561
H -2.9834 9.5189 -1.8906
H -3.8709 8.1157 -1.2718
H -4.9408 10.9785 -1.4777
H -4.4728 10.1994 0.0281
C -2.7651 -12.7944 -14.9193
C -1.3049 -12.8425 -14.5138
O -1.1234 -12.2645 -13.2113
C -1.3657 -13.0818 -12.1608
O -1.7176 -14.2325 -12.2628
C -1.0874 -12.3576 -10.8458
F -1.5829 -11.0965 -10.8293
F 0.2386 -12.2493 -10.6006
F -1.6203 -12.9863 -9.7781
H -3.1475 -11.7720 -14.8573
H -2.8942 -13.1591 -15.9406
H -3.3795 -13.4049 -14.2528
H -0.7111 -12.2441 -15.2090
H -0.9102 -13.8618 -14.5483
*
```



# 4
Molecular formula: C49H47Cl3GaN4O7S
Method: DFT, ωB97M-V/def2-TZVPD

Computed properties:
Orbital gap in eV: 6.34
Energy relative to the best compared isomer or geometry (same formula, charge and spin) in kJ/mol: 3201.6

```
! wB97M-V def2-TZVPD RIJCOSX def2/J DEFGRID3
* xyz -1 1
Ga -0.3093 -0.3867 0.7599
O 0.4465 0.7680 1.9005
C 0.9828 0.6754 3.1851
C 2.2679 -0.2272 3.1483
C 3.1030 0.0828 1.9472
C 4.2889 0.8055 2.0424
C 5.0463 0.9968 0.8994
C 4.5634 0.5290 -0.3111
C 3.3190 -0.0941 -0.3369
C 2.6314 -0.4483 -1.6291
C 1.3368 0.4144 -1.7833
O 0.3438 -0.2113 -1.0017
C 0.8551 0.3897 -3.2535
C 1.7111 0.7240 -4.3025
C 1.2825 0.6828 -5.6194
C -0.0131 0.2879 -5.9219
C -0.8824 -0.0178 -4.8895
C -0.4584 0.0596 -3.5683
C 1.5581 1.8906 -1.4473
C 2.7084 2.5704 -1.8447
C 2.8557 3.9228 -1.5821
C 1.8483 4.6290 -0.9364
C 0.7006 3.9615 -0.5422
C 0.5660 2.6023 -0.7917
N 2.6408 -0.3498 0.7738
C -0.0534 0.1041 4.1522
C -1.3770 0.4996 3.9894
C -2.3796 -0.0398 4.7745
C -2.0669 -0.9580 5.7667
C -0.7434 -1.3039 5.9844
C 0.2587 -0.7820 5.1751
C 1.4058 2.0788 3.6277
C 1.4345 2.4361 4.9728
C 1.8375 3.7082 5.3551
C 2.2233 4.6367 4.3983
C 2.2085 4.2812 3.0575
C 1.8063 3.0096 2.6752
H 1.8996 -1.2524 3.0704
H 2.8441 -0.0781 4.0613
H 4.6126 1.1994 2.9969
H 5.9942 1.5186 0.9459
H 5.1378 0.6482 -1.2210
H 2.2745 -1.4803 -1.5998
H 3.3109 -0.3238 -2.4720
H 2.7257 1.0377 -4.0993
H 1.9639 0.9624 -6.4133
H -0.3391 0.2295 -6.9526
H -1.9034 -0.3126 -5.1026
H -1.1647 -0.1271 -2.7785
H 3.5084 2.0522 -2.3552
H 3.7650 4.4299 -1.8819
H 1.9608 5.6895 -0.7482
H -0.1039 4.4704 -0.0276
H -0.3201 2.1034 -0.4376
H -1.6278 1.2212 3.2244
H -3.4057 0.2493 4.5893
H -2.8508 -1.4018 6.3675
H -0.4863 -1.9973 6.7763
H 1.2830 -1.0845 5.3551
H 1.1225 1.7236 5.7254
H 1.8397 3.9788 6.4039
H 2.5247 5.6336 4.6960
H 2.5054 4.9938 2.2971
H 1.7727 2.7299 1.6319
C -5.4934 0.7464 -4.7294
C -4.8907 1.1163 -3.3988
C -5.5362 0.7591 -2.2178
C -4.9694 1.0458 -0.9856
C -3.7415 1.6851 -0.9372
C -3.0889 2.0637 -2.1005
C -3.6746 1.7904 -3.3273
S -2.8829 1.8286 0.6140
O -2.1665 3.0767 0.6185
O -3.8255 1.6282 1.6758
O -1.9593 0.6372 0.4489
H -5.5757 -0.3387 -4.8160
H -4.8833 1.1118 -5.5546
H -6.4982 1.1600 -4.8277
H -6.4824 0.2325 -2.2643
H -5.4477 0.7691 -0.0554
H -2.1283 2.5605 -2.0340
H -3.1684 2.0886 -4.2382
Cl -4.4415 -2.3800 -0.6233
C -2.8940 -2.1078 -0.0228
Cl -1.5726 -4.7719 1.1156
Cl -1.6931 -1.9197 -0.7343
C -2.8445 -2.0143 1.5787
O -3.8238 -2.1629 2.2376
O -1.5399 -1.7029 2.0298
C -1.4646 -3.4915 -2.9775
C -1.7508 -2.6087 -1.9489
N -0.7648 -2.4652 -0.0155
C 0.2621 -3.2583 0.1825
N 1.0712 -2.9254 1.0948
C 2.2316 -3.7636 1.2969
C 2.6455 -4.5550 0.0559
C 1.4315 -5.1585 -0.6505
N 0.5194 -4.0759 -1.0371
C -0.5850 -4.5792 -2.0278
H -0.8343 -3.0180 -3.7374
H -2.3199 -3.9706 -3.4553
H -2.2832 -1.0659 -1.2956
H -0.8313 -1.0759 -1.2866
H -1.7013 -0.9013 -0.2121
H 1.9688 -4.4503 2.1098
H 3.0531 -3.1248 1.6285
H 3.3293 -5.3536 0.3522
H 3.1589 -3.8918 -0.6453
H 0.8979 -5.8570 0.0066
H 1.7430 -5.6742 -1.5612
H -1.2939 -5.1822 -1.4559
H -0.0520 -5.1966 -2.7474
*
```